ORCA calculation (ωB97M-V/def2-TZVPD) on a cluster of 9 separate species, C44H84F6O25 in total.

Summary:
SMILES ... CCOC(=O)C(F)(F)F.CCOC(=O)C(F)(F)F.C[C@H]1COC(=O)O1.C[C@H]1COC(=O)O1.C[C@H]1COC(=O)O1.COCCOCCOC.COCCOCCOC.COCCOCCOC.COCCOCCOC

Geometry as ORCA input:
```
! wB97M-V def2-TZVPD RIJCOSX def2/J DEFGRID3
* xyz 0 1
C -5.895 3.859 1.310
C -4.630 4.293 0.603
O -4.714 3.968 -0.805
C -3.701 4.299 -1.560
O -2.675 4.777 -1.209
C -3.909 3.898 -3.030
F -5.072 3.307 -3.278
F -3.852 5.021 -3.778
F -2.936 3.075 -3.398
H -6.169 4.579 2.082
H -5.921 2.862 1.746
H -6.728 3.923 0.604
H -3.737 3.900 1.079
H -4.667 5.382 0.609
C 4.385 1.454 -1.444
C 4.241 0.204 -2.262
O 5.282 -0.745 -2.009
C 5.080 -2.042 -2.081
O 4.068 -2.556 -2.432
C 6.346 -2.818 -1.637
F 6.024 -3.733 -0.725
F 6.857 -3.462 -2.685
F 7.237 -2.000 -1.085
H 4.094 1.205 -0.415
H 3.739 2.267 -1.765
H 5.408 1.823 -1.368
H 4.394 0.482 -3.315
H 3.216 -0.169 -2.270
C -0.392 7.560 -7.242
C -0.692 6.678 -6.062
C -1.679 5.538 -6.330
O -1.136 4.436 -5.627
C 0.147 4.693 -5.280
O 0.839 3.929 -4.688
O 0.476 5.954 -5.626
H 0.352 8.324 -7.048
H -1.328 8.038 -7.559
H -0.173 6.969 -8.136
H -1.042 7.315 -5.243
H -1.753 5.330 -7.403
H -2.686 5.771 -5.989
C -3.247 1.143 2.395
C -2.800 0.342 1.200
C -3.580 -0.974 0.983
O -3.723 -1.095 -0.426
C -3.509 0.116 -0.993
O -3.751 0.369 -2.131
O -3.044 0.980 -0.079
H -2.965 2.190 2.317
H -2.736 0.687 3.245
H -4.320 1.045 2.562
H -1.737 0.080 1.226
H -4.581 -0.913 1.435
H -3.106 -1.814 1.486
C -0.309 1.040 -3.101
C 0.437 1.806 -2.039
C -0.431 2.602 -1.053
O 0.039 2.250 0.231
C 0.987 1.296 0.133
O 1.597 0.903 1.071
O 1.088 0.863 -1.135
H 0.288 0.653 -3.922
H -1.050 1.720 -3.536
H -0.916 0.238 -2.677
H 1.206 2.403 -2.541
H -1.441 2.250 -1.280
H -0.475 3.661 -1.294
C 3.302 -8.431 -1.270
O 3.547 -7.424 -2.230
C 2.976 -6.168 -1.987
C 3.324 -5.481 -0.681
O 2.528 -5.970 0.382
C 2.871 -5.487 1.676
C 2.744 -3.981 1.853
O 3.581 -3.277 1.017
C 3.595 -1.869 1.165
H 4.277 -8.777 -0.901
H 2.843 -9.319 -1.711
H 2.761 -8.061 -0.402
H 1.872 -6.183 -1.988
H 3.255 -5.538 -2.829
H 3.122 -4.426 -0.857
H 4.392 -5.564 -0.444
H 3.920 -5.772 1.837
H 2.202 -6.002 2.360
H 2.937 -3.827 2.936
H 1.671 -3.723 1.812
H 2.580 -1.508 1.345
H 3.911 -1.451 0.212
H 4.311 -1.610 1.947
C 0.087 -1.510 3.225
O -1.216 -2.059 3.220
C -1.867 -1.963 4.476
C -1.192 -2.775 5.553
O -1.276 -4.177 5.313
C -0.462 -4.705 4.286
C -0.261 -6.172 4.574
O -1.496 -6.827 4.525
C -1.376 -8.203 4.829
H 0.095 -0.613 3.860
H 0.364 -1.265 2.202
H 0.889 -2.141 3.628
H -2.882 -2.324 4.312
H -1.915 -0.897 4.737
H -1.590 -2.668 6.560
H -0.115 -2.557 5.605
H 0.528 -4.230 4.357
H -0.886 -4.557 3.291
H 0.163 -6.329 5.574
H 0.470 -6.556 3.847
H -2.357 -8.658 4.710
H -1.084 -8.353 5.876
H -0.657 -8.654 4.137
C 4.765 6.651 1.424
O 3.480 6.701 1.978
C 3.034 5.420 2.353
C 1.626 5.371 2.905
O 0.596 5.855 2.073
C 0.628 7.259 1.853
C -0.592 7.676 1.079
O -1.753 7.791 1.861
C -2.547 6.636 2.073
H 5.081 7.656 1.134
H 4.832 6.097 0.482
H 5.488 6.270 2.155
H 3.686 5.004 3.138
H 3.106 4.701 1.526
H 1.609 5.841 3.900
H 1.355 4.325 3.050
H 1.499 7.412 1.203
H 0.764 7.861 2.757
H -0.744 6.968 0.251
H -0.440 8.662 0.637
H -3.390 6.940 2.686
H -1.996 5.783 2.479
H -2.898 6.327 1.085
C 0.928 -2.847 -3.821
O 0.290 -2.393 -2.664
C 0.662 -3.048 -1.481
C -0.292 -2.624 -0.382
O -1.627 -2.920 -0.642
C -1.928 -4.290 -0.790
C -3.403 -4.536 -0.632
O -3.820 -3.968 0.596
C -5.201 -4.085 0.794
H 0.318 -2.594 -4.690
H 1.062 -3.936 -3.868
H 1.906 -2.375 -3.936
H 1.693 -2.825 -1.168
H 0.614 -4.138 -1.631
H -0.193 -1.533 -0.354
H 0.023 -3.038 0.585
H -1.316 -4.801 -0.037
H -1.684 -4.622 -1.808
H -3.572 -5.622 -0.577
H -3.998 -4.190 -1.485
H -5.622 -5.074 0.598
H -5.757 -3.336 0.212
H -5.377 -3.798 1.833
*
```

Atomic partial charges in e from the Löwdin method, atoms 1 to 2: C -0.0473; C -0.1849

=====

ORCA calculation (ωB97M-V/def2-TZVPD) on a cluster of 9 separate species, C44H85N9 in total.

Summary:
ΔE to the lowest compared entry with this formula, charge and spin ... 147.6 kcal per mole
SMILES ... c1cc[nH]c1.c1cc[nH]c1.c1cc[nH]c1.c1cc[nH]c1.c1cc[nH]c1.CCN(CC)CC.CCN(CC)CC.CCN(CC)CC.CCN(CC)CC

Geometry as ORCA input:
```
! wB97M-V def2-TZVPD RIJCOSX def2/J DEFGRID3
* xyz 0 1
C -5.322 -3.938 8.899
C -5.598 -4.250 10.221
C -4.990 -3.269 11.013
N -4.338 -2.362 10.134
C -4.506 -2.815 8.826
H -5.552 -4.470 7.988
H -6.185 -5.116 10.486
H -4.959 -2.972 12.050
H -3.998 -1.448 10.397
H -4.191 -2.255 7.958
C 3.881 0.181 7.311
C 4.526 1.177 6.514
C 3.750 1.517 5.462
N 2.784 0.599 5.415
C 2.860 -0.225 6.495
H 4.146 -0.358 8.209
H 5.491 1.595 6.759
H 3.860 2.207 4.638
H 2.116 0.423 4.679
H 2.109 -0.981 6.671
C -7.946 1.980 0.836
C -7.322 2.219 2.090
C -7.403 3.589 2.363
N -8.012 4.172 1.279
C -8.384 3.241 0.351
H -8.154 1.028 0.371
H -6.866 1.464 2.713
H -7.128 4.208 3.205
H -8.248 5.146 1.161
H -8.847 3.513 -0.586
C -3.223 -4.669 -8.218
C -3.425 -3.536 -7.453
C -4.377 -2.855 -8.212
N -4.748 -3.472 -9.400
C -3.971 -4.651 -9.340
H -2.530 -5.487 -8.080
H -2.879 -3.343 -6.542
H -4.739 -1.865 -7.974
H -5.417 -3.151 -10.085
H -3.793 -5.389 -10.108
C 6.299 -6.643 1.804
C 6.815 -7.780 2.385
C 7.025 -7.416 3.731
N 6.490 -6.132 3.873
C 6.102 -5.632 2.689
H 6.072 -6.525 0.755
H 7.181 -8.668 1.891
H 7.347 -8.033 4.556
H 6.321 -5.614 4.723
H 5.584 -4.689 2.601
C -13.643 -7.909 1.552
C -12.569 -7.601 2.595
N -12.286 -6.209 2.886
C -10.981 -6.030 3.618
C -9.708 -6.281 2.698
C -13.383 -5.532 3.647
C -13.616 -6.056 5.053
H -14.600 -7.651 2.007
H -13.687 -8.997 1.601
H -13.411 -7.534 0.555
H -12.484 -8.353 3.380
H -11.702 -7.961 2.043
H -11.038 -6.590 4.551
H -11.000 -4.986 3.933
H -9.605 -7.365 2.737
H -8.824 -5.871 3.186
H -9.717 -5.924 1.668
H -13.334 -4.449 3.762
H -14.224 -5.671 2.967
H -13.711 -7.142 5.041
H -12.764 -5.711 5.639
H -14.529 -5.642 5.480
C -1.410 1.238 -1.461
C -0.886 0.888 -0.133
N -0.171 -0.374 -0.064
C 0.805 -0.670 -1.088
C 1.892 0.411 -1.077
C -1.190 -1.442 0.142
C -0.538 -2.669 0.798
H -2.044 0.457 -1.878
H -0.662 1.673 -2.124
H -2.104 2.074 -1.380
H -0.210 1.685 0.174
H -1.617 1.049 0.660
H 1.293 -1.611 -0.837
H 0.317 -0.717 -2.062
H 2.852 0.241 -1.564
H 1.659 1.350 -1.578
H 2.075 0.710 -0.045
H -1.704 -1.637 -0.799
H -1.952 -1.094 0.840
H -1.186 -3.066 1.579
H 0.444 -2.461 1.223
H -0.389 -3.339 -0.049
C 12.002 2.847 -5.177
C 11.680 1.341 -4.894
N 11.588 0.539 -6.095
C 11.250 -0.869 -5.861
C 9.965 -1.029 -5.076
C 12.744 0.767 -6.980
C 14.090 0.291 -6.540
H 12.933 2.999 -5.724
H 12.177 3.430 -4.273
H 11.180 3.367 -5.668
H 12.516 0.900 -4.350
H 10.952 1.154 -4.104
H 11.070 -1.189 -6.888
H 12.067 -1.400 -5.373
H 9.113 -0.456 -5.444
H 9.513 -2.010 -4.931
H 10.111 -0.809 -4.019
H 12.886 1.811 -7.259
H 12.628 0.251 -7.934
H 14.859 0.389 -7.306
H 14.087 -0.741 -6.188
H 14.464 0.832 -5.671
C 1.340 10.705 -3.395
C 2.864 10.686 -3.322
N 3.355 10.858 -1.961
C 3.303 12.182 -1.425
C 4.187 13.209 -2.129
C 4.724 10.374 -1.889
C 4.845 8.868 -1.785
H 1.002 10.093 -2.558
H 1.039 10.247 -4.337
H 0.817 11.660 -3.338
H 3.139 9.750 -3.807
H 3.383 11.380 -3.984
H 2.273 12.436 -1.676
H 3.148 12.237 -0.348
H 3.981 13.296 -3.195
H 4.137 14.256 -1.832
H 5.249 13.018 -1.972
H 5.174 10.746 -0.969
H 5.346 10.845 -2.650
H 5.827 8.504 -1.485
H 4.593 8.219 -2.624
H 4.234 8.534 -0.946
*
```

Atomic partial charges in e from the Löwdin method, atoms 1 to 2: C -0.1470; C -0.1221

=====

ORCA calculation (ωB97M-V/def2-TZVPD) on a structure of composition C44H88O25S4.

Summary:
ΔE to the lowest compared entry with this formula, charge and spin ... 8.3 kcal per mole

Geometry as ORCA input:
```
! wB97M-V def2-TZVPD RIJCOSX def2/J DEFGRID3
* xyz 0 1
C 2.792 -2.163 -3.322
C 3.193 -2.129 -1.858
C 3.949 -3.433 -1.648
O 4.271 -3.932 -2.954
C 3.931 -2.973 -3.941
H 2.555 -1.192 -3.752
H 1.902 -2.792 -3.424
H 2.332 -1.959 -1.208
H 3.837 -1.258 -1.695
H 3.324 -4.214 -1.202
H 4.809 -3.351 -0.979
H 3.526 -3.485 -4.815
H 4.801 -2.380 -4.239
C -3.408 4.739 -2.379
C -2.264 4.569 -1.405
C -1.165 5.481 -1.968
O -1.837 6.402 -2.837
C -3.255 6.198 -2.769
H -4.397 4.549 -1.956
H -3.319 4.099 -3.253
H -1.966 3.514 -1.412
H -2.515 4.734 -0.356
H -0.475 4.917 -2.599
H -0.654 5.963 -1.140
H -3.717 6.509 -3.704
H -3.609 6.859 -1.966
C 0.927 -5.466 -0.563
C 1.405 -6.491 0.468
C 0.227 -6.580 1.457
O -0.805 -5.749 0.933
C -0.585 -5.617 -0.474
H 1.283 -5.655 -1.576
H 1.219 -4.459 -0.263
H 2.371 -6.267 0.916
H 1.495 -7.463 -0.021
H 0.433 -6.269 2.484
H -0.120 -7.616 1.548
H -1.099 -4.682 -0.720
H -1.076 -6.366 -1.101
C 1.176 5.875 2.476
C 2.511 5.614 1.827
C 2.167 5.604 0.332
O 0.893 4.984 0.293
C 0.169 5.288 1.468
H 0.998 6.953 2.567
H 1.021 5.551 3.504
H 2.961 4.651 2.073
H 3.307 6.327 2.052
H 2.906 5.004 -0.195
H 2.211 6.625 -0.063
H -0.359 4.417 1.868
H -0.611 6.028 1.246
C -0.136 -4.023 4.669
C -1.139 -3.138 3.936
C -0.460 -1.782 4.035
O 0.157 -1.784 5.344
C 0.265 -3.135 5.818
H 0.721 -4.287 4.044
H -0.512 -5.002 4.976
H -2.136 -3.151 4.374
H -1.148 -3.494 2.902
H -1.161 -0.962 3.914
H 0.327 -1.625 3.292
H -0.447 -3.205 6.651
H 1.257 -3.297 6.241
C 0.302 0.214 0.591
C -0.528 -1.008 0.211
C -1.137 -0.586 -1.115
O -1.452 0.797 -0.904
C -0.381 1.370 -0.182
H 1.295 0.083 0.144
H 0.469 0.322 1.660
H -1.362 -1.191 0.896
H 0.063 -1.926 0.223
H -1.999 -1.196 -1.392
H -0.495 -0.640 -2.008
H -0.680 2.114 0.560
H 0.377 1.843 -0.812
C 5.720 -0.129 0.054
C 4.521 0.664 0.531
C 4.619 0.582 2.064
O 6.000 0.365 2.346
C 6.745 0.044 1.172
H 6.071 0.294 -0.888
H 5.509 -1.191 -0.083
H 3.552 0.281 0.202
H 4.558 1.696 0.174
H 3.949 -0.215 2.393
H 4.355 1.543 2.504
H 7.357 -0.827 1.407
H 7.420 0.857 0.877
C -4.271 1.991 2.385
C -3.033 2.512 3.106
C -2.530 1.245 3.783
O -2.732 0.236 2.798
C -3.896 0.539 2.023
H -4.518 2.560 1.487
H -5.155 2.003 3.021
H -3.312 3.240 3.874
H -2.337 3.029 2.448
H -3.024 0.981 4.726
H -1.463 1.285 4.019
H -4.738 -0.087 2.334
H -3.610 0.406 0.981
C 2.395 1.852 -3.021
C 3.787 1.695 -3.671
C 4.638 2.765 -2.980
O 3.779 3.580 -2.207
C 2.582 2.890 -1.892
H 2.039 0.898 -2.625
H 1.671 2.191 -3.761
H 3.739 1.920 -4.735
H 4.160 0.680 -3.543
H 5.136 3.406 -3.711
H 5.443 2.341 -2.366
H 1.735 3.572 -1.963
H 2.649 2.419 -0.908
C -4.087 -4.413 2.204
C -3.742 -3.092 1.535
O -3.460 -3.473 0.199
S -4.495 -4.568 -0.285
O -3.845 -5.482 -1.152
O -5.696 -3.972 -0.770
O -4.723 -5.183 1.181
H -4.735 -4.298 3.072
H -3.201 -4.933 2.572
H -2.859 -2.621 1.958
H -4.553 -2.361 1.559
C -2.307 0.476 -5.003
C -1.899 1.941 -4.711
O -3.001 2.710 -5.183
S -3.598 1.999 -6.462
O -2.635 1.973 -7.509
O -4.925 2.415 -6.698
O -3.585 0.569 -5.675
H -2.392 -0.129 -4.105
H -1.627 -0.016 -5.694
H -1.109 2.191 -5.425
H -1.604 2.225 -3.707
C -4.514 -2.821 -3.702
C -4.489 -2.884 -5.238
O -3.129 -2.535 -5.565
S -2.151 -3.105 -4.437
O -0.976 -2.332 -4.261
O -2.054 -4.517 -4.571
O -3.185 -2.781 -3.242
H -4.999 -3.719 -3.320
H -5.108 -1.963 -3.396
H -5.113 -2.115 -5.686
H -4.738 -3.850 -5.673
C 2.071 1.003 6.907
C 0.684 1.651 6.847
O 0.625 2.349 5.597
S 1.896 2.135 4.659
O 2.475 3.338 4.196
O 1.655 1.049 3.774
O 2.829 1.594 5.862
H 2.019 -0.068 6.706
H 2.542 1.207 7.864
H 0.643 2.483 7.554
H -0.146 0.980 7.043
*
```

Atomic partial charges in e from the Löwdin method, atoms 1 to 2: C -0.1600; C -0.1679

=====

Short version: E_LUMO = 0.505; 0.441; 0.235 eV, in the order given.
Short version: HOMO-LUMO gap = 9.45; 8.52; 9.39 eV, in the order given.